No. 1
Molecular formula: C4H6O2S2
Method: DFT, ωB97M-V/def2-TZVPD

XYZ file:
```
14
Properties=species:S:1:pos:R:3:forces:R:3:lowdin_charge:R:1
C -1.19513 0.16784 0.03177 0.137 -0.339 -0.523 -0.550
C -0.43595 0.57347 -1.19190 0.630 0.875 -0.380 -0.078
C 0.28127 0.54168 0.12666 -2.006 -0.773 -0.886 -0.569
C 1.22613 -0.56129 0.38797 1.127 -0.138 1.031 -0.850
H -2.47491 -1.62128 -0.86782 -0.164 0.125 -0.342 -0.141
H -1.88323 0.89505 0.39736 -0.143 0.429 0.502 0.098
H -0.20882 -0.21956 -1.89284 0.144 0.143 -0.047 0.102
H -0.55542 1.58661 -1.60704 -0.277 -0.666 0.169 0.127
H 1.25396 2.14628 0.56486 -0.261 -0.126 0.067 0.128
H 1.76592 -1.60935 1.85750 -0.104 0.090 -0.095 0.110
O 0.44396 1.69547 0.85588 0.852 0.697 0.103 0.058
O 1.08378 -0.94628 1.65544 -0.019 -0.296 0.266 0.013
S -1.73144 -1.52594 0.22746 0.364 -0.086 0.459 0.792
S 2.42988 -1.12270 -0.54529 -0.280 0.067 -0.326 0.759
```
Positions in Å, forces in eV/Å.

As for the net charge: 0. The frontier orbital gap comes out at 9.2 eV. The value obtained for the HOMO energy is -9.15 eV. Its structure (SMILES) is OC(=S)[C@@]1(O)C[C@H]1S.

No. 2
Molecular formula: C4H6O2Yb
Method: DFT, ωB97M-V/def2-TZVPD

XYZ file:
```
13
Properties=species:S:1:pos:R:3:forces:R:3:lowdin_spin:R:1
O -1.37088 -1.21861 -0.65330 -1.979 3.743 -0.352 0.000
C -0.37864 -1.03533 0.25832 -0.755 -2.343 -1.001 0.000
H -1.95942 -0.27070 -0.50271 1.622 -4.285 -0.783 0.000
H -1.03309 -1.17350 1.15980 0.768 2.471 1.002 0.000
C -0.21677 2.67506 1.42093 -2.220 0.313 -2.401 0.766
C -0.60648 2.33712 0.17612 0.167 -1.220 1.526 0.112
C 0.02240 1.54794 -0.93324 -1.477 -0.281 -1.262 0.011
O 0.47634 0.23802 -0.58718 2.024 1.033 2.128 0.005
Yb 1.86415 -0.72941 0.83365 -0.299 0.014 -0.688 0.010
H -1.70199 2.30725 0.01226 0.294 0.770 0.477 0.033
H -0.99946 3.23799 1.96542 1.162 -0.215 0.747 0.064
H 0.68558 2.18828 -1.53155 0.712 -0.686 0.399 -0.001
H -0.76224 1.28724 -1.66922 -0.018 0.685 0.208 0.000
```
Positions in Å, forces in eV/Å.

As for the spin multiplicity: 2. As for the net charge: +1. The frontier orbital gap (alpha / beta) comes out at 6.8 / 6.7 eV. The value obtained for the HOMO energy (alpha / beta) is -12.01 / -12.01 eV.

No. 3
Molecular formula: C4H6O2Zn
Method: DFT, ωB97M-V/def2-TZVPD

XYZ file:
```
13
Properties=species:S:1:pos:R:3:forces:R:3:lowdin_spin:R:1
C 0.42186 -0.15425 -1.19249 -0.786 -0.502 -0.587 -0.011
O 0.23459 0.55031 -2.32189 0.255 -0.049 0.114 -0.017
H 0.56411 -1.21698 -1.39244 0.033 0.294 0.057 0.000
H -0.18259 1.40396 -2.15556 -0.162 0.031 -0.042 0.000
C -1.68434 -1.21969 1.21953 -2.188 2.545 -1.001 1.478
C -0.35864 -0.67362 1.22736 0.966 -1.897 1.749 0.268
C 0.00331 0.28554 0.13342 -1.065 0.058 0.379 0.023
O 1.41176 0.34476 -0.23523 0.326 -0.598 0.356 -0.209
Zn 2.70980 1.68455 -0.19308 1.057 0.943 0.003 -0.714
H -2.41553 -0.39276 1.28470 -1.054 -1.462 0.107 0.107
H 0.17339 -1.65518 1.11541 1.067 1.205 0.568 0.032
H -0.42376 -0.23398 2.30256 1.457 -0.357 -1.611 0.047
H -0.45395 1.27736 0.20769 0.095 -0.212 -0.092 -0.003
```
Positions in Å, forces in eV/Å.

As for the spin multiplicity: 2. As for the net charge: +1. The frontier orbital gap (alpha / beta) comes out at 5.6 / 9.2 eV. The value obtained for the HOMO energy (alpha / beta) is -12.24 / -13.60 eV.

No. 4
Molecular formula: C4H6O3S
Method: DFT, ωB97M-V/def2-TZVPD

XYZ file:
```
14
Properties=species:S:1:pos:R:3:forces:R:3:lowdin_charge:R:1
C -1.55652 0.41992 -0.80479 0.058 0.104 -0.570 -0.283
C -0.10538 -0.15938 1.14214 -1.008 -0.415 3.359 -0.267
C 1.04537 0.57537 0.61200 4.186 -0.531 -0.963 -0.228
C -0.71652 -0.64746 -0.19585 0.145 -1.122 0.924 -0.253
O -2.12399 0.27618 -1.85186 -0.066 0.383 0.402 0.097
O 1.12072 0.16348 -2.06807 0.305 -0.519 -0.237 -0.296
O 1.75595 -1.79872 -0.62166 0.241 -0.424 0.066 -0.283
S 1.05356 -0.58238 -0.84555 -1.310 2.184 0.206 0.722
H -1.59080 1.31855 -0.15532 -0.386 0.339 -0.454 0.133
H 0.16444 -0.95206 1.92031 -0.345 0.789 -1.463 0.147
H -0.58500 0.65477 1.74230 -0.924 -1.070 -0.524 0.127
H 0.82577 1.55726 0.26459 -0.651 0.645 -0.797 0.087
H 2.04991 0.75913 1.12106 -1.387 -0.981 -0.175 0.135
H -1.33751 -1.58468 -0.25928 1.142 0.619 0.226 0.162
```
Positions in Å, forces in eV/Å.

As for the net charge: 0. The frontier orbital gap comes out at 10.7 eV. The value obtained for the HOMO energy is -10.43 eV.

No. 5
Molecular formula: C4H6O3S
Method: DFT, ωB97M-V/def2-TZVPD

XYZ file:
```
14
Properties=species:S:1:pos:R:3:forces:R:3:lowdin_charge:R:1
C -2.10263 -0.11723 -1.01191 -0.294 -1.295 -0.036 0.112
C -1.36542 0.79930 -0.82586 0.152 2.182 0.811 -0.244
C 0.13509 -1.44036 0.88452 1.404 0.002 1.117 -0.121
C -0.57426 1.87214 -0.35470 1.757 -3.500 0.982 0.036
O 2.25189 0.50614 -1.44419 0.666 -0.139 -1.275 -0.289
O 2.13867 0.50420 1.02275 -0.157 -0.259 -0.276 -0.329
O 0.76279 -1.13434 -0.37133 0.552 1.134 0.312 -0.305
S 1.50134 0.33126 -0.26246 -2.000 0.961 0.694 0.711
H -2.40010 -1.12758 -0.94974 -0.649 -0.293 -0.475 0.049
H -0.88638 -1.08531 0.94201 0.024 0.012 -0.003 0.068
H 0.80721 -1.01486 1.66438 -1.034 -0.146 -0.203 0.084
H 0.23759 -2.49779 1.03778 -0.374 -0.621 -0.278 0.088
H -0.40724 1.93154 0.73543 -0.504 0.625 -0.784 0.089
H -0.09855 2.47289 -1.06669 0.457 1.335 -0.585 0.051
```
Positions in Å, forces in eV/Å.

As for the net charge: 0. The frontier orbital gap (alpha / beta) comes out at 7.8 / 7.5 eV. The value obtained for the HOMO energy (alpha / beta) is -9.21 / -9.08 eV.

No. 6
Molecular formula: C4H6O3Tm
Method: DFT, ωB97M-V/def2-TZVPD

XYZ file:
```
14
Properties=species:S:1:pos:R:3:forces:R:3:lowdin_spin:R:1
H 1.27757 4.50196 2.08994 0.342 0.432 0.185 0.001
O 0.33670 4.33743 2.12717 -1.377 -2.814 -0.940 0.002
C -1.02484 0.22579 1.04485 -0.095 1.395 -0.057 0.048
O -1.11168 0.26639 -0.34034 -0.970 0.211 1.278 0.015
O -2.08946 0.18826 1.66085 1.066 0.732 -0.561 0.028
Tm -0.74631 2.63131 1.58882 0.519 0.406 0.743 1.903
C -0.37045 -0.48113 -1.30639 0.396 -0.373 -0.971 0.001
C 0.80757 -1.26210 -0.81739 0.257 -0.104 0.520 0.001
C 0.81093 -2.58679 -0.66990 -0.290 0.327 0.745 0.001
H -0.04040 0.27599 -2.03123 -0.151 -0.355 -0.013 0.000
H -1.11388 -1.14037 -1.77283 0.310 0.120 0.006 0.000
H 1.69565 -0.67900 -0.55333 -0.148 -0.249 -0.218 0.000
H 1.67765 -3.10739 -0.25856 -0.193 0.155 -0.327 0.000
H -0.10904 -3.17036 -0.76167 0.333 0.118 -0.388 0.000
```
Positions in Å, forces in eV/Å.

As for the spin multiplicity: 3. As for the net charge: +1. The frontier orbital gap (alpha / beta) comes out at 6.3 / 5.9 eV. The value obtained for the HOMO energy (alpha / beta) is -12.71 / -12.53 eV.

No. 7
Molecular formula: C4H6O4
Method: DFT, ωB97M-V/def2-TZVPD

XYZ file:
```
14
Properties=species:S:1:pos:R:3:forces:R:3:lowdin_charge:R:1
C 0.12206 -0.08581 1.28256 -1.263 0.206 -0.959 -0.175
C -1.38894 0.05348 -0.93121 1.741 -0.983 -0.851 -0.226
C 1.19449 0.33753 0.43422 -0.288 0.302 -0.687 -0.288
O -1.29970 0.58840 0.29291 1.050 -0.040 1.908 -0.188
O -0.09432 -1.39354 1.54562 -0.208 0.288 -0.172 0.081
O 1.39213 1.70272 0.32156 -0.169 0.014 0.013 0.038
C 1.40882 -0.39183 -0.72198 1.859 -0.854 0.680 -0.114
O 2.03027 -1.10853 -1.40431 -0.869 0.663 0.105 0.203
H 0.07687 -1.95555 0.77844 0.055 0.068 0.014 0.119
H 0.50986 2.10163 0.21403 0.128 -0.062 0.011 0.114
H -0.04903 0.53026 2.15814 -0.064 -0.047 -0.138 0.163
H -1.93964 -0.89828 -0.98059 -0.229 0.242 -0.097 0.086
H -0.27228 -0.25362 -1.28631 -1.605 0.347 0.018 0.091
H -1.69060 0.77315 -1.70309 -0.137 -0.145 0.159 0.094
```
Positions in Å, forces in eV/Å.

As for the net charge: 0. The frontier orbital gap comes out at 9.3 eV. The value obtained for the HOMO energy is -9.30 eV.

No. 8
Molecular formula: C4H6O4
Method: DFT, ωB97M-V/def2-TZVPD

XYZ file:
```
14
Properties=species:S:1:pos:R:3:forces:R:3:lowdin_charge:R:1
C 1.98804 -0.62175 -0.29601 0.996 -0.314 -0.561 -0.103
C 0.37872 0.93978 0.45583 0.144 -0.682 0.570 -0.140
C -1.07023 0.76964 0.12930 -1.279 0.924 -0.699 -0.242
C -1.62449 -0.64700 0.03854 2.385 -1.120 0.821 -0.484
H 2.81911 -0.17499 0.25458 0.021 -0.132 0.298 0.090
H 1.53625 -1.44867 0.24822 -0.130 0.060 0.120 0.082
H 2.42373 -1.01309 -1.23056 -0.349 0.164 0.289 0.099
H 0.54513 0.39328 1.40914 0.193 0.182 -0.503 0.149
H 0.65704 1.97579 0.58831 -0.139 0.360 -0.007 0.134
H -3.09449 0.14095 -0.71958 -0.167 0.375 -0.039 0.122
O 1.07080 0.38226 -0.64139 -0.495 0.147 0.004 -0.156
O -1.85804 1.64716 -0.16662 0.644 0.005 0.293 0.132
O -2.79289 -0.74919 -0.49009 -1.577 -0.219 -0.646 0.183
O -0.97868 -1.59418 0.42032 -0.247 0.252 0.058 0.132
```
Positions in Å, forces in eV/Å.

As for the net charge: 0. The frontier orbital gap comes out at 9.8 eV. The value obtained for the HOMO energy is -10.19 eV. Its structure (SMILES) is COCC(=O)C(=O)O.

Summary of max |F| in hartree/bohr
0.045, 0.090, 0.068, 0.084, 0.079, 0.064, 0.042, 0.054
(order as listed above)